ORCA calculation (the ωB97M-V functional and the def2-TZVPD basis) on a cluster of 2 separate species, C7H17N3O3 in total in a non-equilibrium geometry.

```
30
C7H17N3O3 | OMol25 | the ωB97M-V functional and the def2-TZVPD basis
C 2.793 -0.734 1.092
C -1.615 0.030 0.559
C 0.838 1.933 -1.640
C 1.153 -0.240 -0.632
C -2.535 -0.790 0.065
C -2.626 -2.198 0.541
C 1.988 2.804 -1.101
N 2.148 0.165 0.367
N 2.900 -2.030 0.758
N -3.658 -0.303 -0.693
O 0.677 0.673 -1.418
O -0.664 -0.069 1.587
O 2.173 2.726 0.258
H 3.347 -0.376 1.931
H -1.496 1.020 0.194
H 0.021 2.468 -2.178
H 0.914 -1.261 -0.796
H -3.507 -2.375 1.159
H -1.750 -2.578 1.115
H -2.707 -2.936 -0.203
H 1.806 3.734 -1.586
H 2.862 2.298 -1.570
H 2.431 1.232 0.352
H 3.689 -2.604 1.270
H 2.535 -2.598 -0.010
H -4.413 -0.976 -0.574
H -3.548 -0.063 -1.694
H -4.100 0.516 -0.285
H -1.067 -0.608 2.260
H 1.411 3.139 0.870
```

Strongest force on any atom: 5.73 eV/A
E_HOMO (alpha / beta): -12.6 / -16.9 eV
Frontier orbital gap (alpha / beta): 6.45 / 9.71 eV
Total charge: +2
2S+1: 3

These are the Löwdin partial charges, in e, on atoms 1 to 6: C -0.15; C -0.10; C -0.08; C -0.08; C -0.27; C -0.02